{
  "formula": "C5H10",
  "method": "wB97M-V/def2-TZVPD",
  "e_above_lowest_kj_mol": 130.09,
  "smiles": "C=CC(C)C",
  "gap_ev": 10.842,
  "species": ["C", "C", "C", "C", "C", "H", "H", "H", "H", "H", "H", "H", "H", "H", "H"],
  "positions_angstrom": [[1.78, 0.13, -0.44], [0.98, -0.12, 0.57], [-0.48, -0.04, 0.43], [-0.95, -1.29, -0.30], [-1.01, 1.32, -0.10], [2.89, -0.06, -0.30], [1.31, 0.58, -1.38], [1.42, -0.50, 1.56], [-0.92, -0.04, 1.42], [-0.76, -1.16, -1.34], [-2.09, -1.54, -0.18], [-0.45, -2.21, 0.04], [-0.85, 2.06, 0.67], [-2.10, 1.31, -0.40], [-0.40, 1.60, -0.99]]
}

{
  "formula": "C25H57BNO3",
  "method": "wB97M-V/def2-TZVPD",
  "total_charge": -1,
  "gap_ev": 7.273,
  "species": ["C", "C", "C", "C", "C", "C", "B", "C", "C", "C", "C", "C", "O", "C", "C", "O", "N", "O", "H", "H", "H", "H", "H", "H", "H", "H", "H", "H", "H", "H", "H", "H", "H", "H", "H", "H", "H", "H", "H", "H", "H", "H", "H", "H", "H", "H", "H", "C", "C", "C", "C", "C", "C", "H", "H", "H", "H", "H", "H", "H", "H", "H", "H", "H", "H", "H", "H", "C", "C", "C", "C", "C", "C", "H", "H", "H", "H", "H", "H", "H", "H", "H", "H", "H", "H", "H", "H"],
  "positions_angstrom": [[-5.49, -4.08, -2.15], [-3.97, -4.04, -1.91], [-3.34, -5.44, -1.78], [-2.07, -5.68, -2.64], [-0.78, -6.00, -1.85], [0.33, -4.94, -1.94], [1.14, -4.67, -0.56], [0.22, -4.06, 0.66], [0.05, -2.54, 0.60], [-1.15, -2.09, -0.26], [-0.90, -0.82, -1.08], [0.35, -0.88, -1.96], [0.19, -0.20, -3.20], [-0.54, -0.96, -4.15], [0.30, -2.06, -4.79], [1.72, -6.07, -0.14], [2.91, -6.03, 0.48], [3.80, -6.49, -0.18], [-5.95, -4.88, -1.56], [-5.71, -4.29, -3.20], [-5.97, -3.14, -1.88], [-3.78, -3.45, -1.01], [-3.50, -3.51, -2.74], [-3.09, -5.63, -0.73], [-4.10, -6.17, -2.06], [-1.90, -4.80, -3.27], [-2.28, -6.50, -3.34], [-0.37, -6.94, -2.25], [-1.03, -6.19, -0.81], [1.04, -5.22, -2.73], [-0.12, -3.99, -2.27], [2.09, -3.90, -0.75], [-0.78, -4.53, 0.66], [0.67, -4.34, 1.62], [-0.13, -2.16, 1.61], [0.98, -2.09, 0.25], [-1.46, -2.91, -0.91], [-2.00, -1.89, 0.40], [-0.83, 0.04, -0.40], [-1.77, -0.62, -1.72], [1.18, -0.36, -1.46], [0.68, -1.91, -2.12], [-1.45, -1.39, -3.70], [-0.87, -0.25, -4.91], [0.28, -2.99, -4.22], [-0.09, -2.29, -5.79], [1.34, -1.73, -4.88], [2.53, 3.30, 3.30], [2.84, 2.36, 2.15], [1.82, 1.24, 1.98], [1.70, 0.29, 3.17], [3.00, -0.41, 3.57], [3.57, -1.27, 2.46], [2.54, 2.78, 4.26], [3.25, 4.11, 3.36], [1.54, 3.74, 3.17], [3.84, 1.94, 2.28], [2.88, 2.93, 1.22], [2.07, 0.66, 1.08], [0.84, 1.68, 1.78], [0.95, -0.48, 2.92], [1.30, 0.83, 4.03], [2.79, -1.04, 4.45], [3.74, 0.32, 3.90], [2.84, -2.02, 2.14], [4.47, -1.80, 2.78], [3.84, -0.68, 1.59], [0.30, 5.06, 0.68], [0.05, 6.41, 0.03], [0.73, 7.57, 0.76], [0.27, 7.78, 2.20], [-1.23, 8.00, 2.37], [-1.75, 9.25, 1.66], [-0.10, 5.02, 1.69], [-0.16, 4.26, 0.11], [1.37, 4.85, 0.74], [-1.02, 6.59, -0.04], [0.42, 6.39, -1.00], [0.57, 8.50, 0.19], [1.81, 7.41, 0.76], [0.81, 8.64, 2.62], [0.57, 6.92, 2.80], [-1.45, 8.08, 3.44], [-1.78, 7.13, 2.02], [-1.23, 10.14, 2.02], [-2.81, 9.39, 1.84], [-1.60, 9.19, 0.58]]
}

{
  "formula": "C2H4N2S",
  "method": "wB97M-V/def2-TZVPD",
  "e_above_lowest_kj_mol": 247.00,
  "gap_ev": 9.297,
  "species": ["C", "C", "N", "N", "S", "H", "H", "H", "H"],
  "positions_angstrom": [[0.58, 1.44, -1.19], [0.12, -0.42, 0.88], [-0.26, 1.97, -1.74], [-1.14, -0.14, 0.36], [0.65, -2.01, 0.74], [1.37, 0.92, -0.67], [2.03, -1.69, 0.96], [-1.41, 0.81, 0.39], [-1.94, -0.87, 0.27]]
}

{
  "formula": "H14O7",
  "method": "wB97M-V/def2-TZVPD",
  "e_above_lowest_kj_mol": 171.92,
  "smiles": "O.O.O.O.O.O.O",
  "gap_ev": 11.265,
  "species": ["O", "H", "H", "O", "H", "H", "O", "H", "H", "O", "H", "H", "O", "H", "H", "O", "H", "H", "O", "H", "H"],
  "positions_angstrom": [[-0.83, -0.58, -1.27], [-1.56, -1.20, -1.17], [0.01, -0.90, -0.92], [0.85, 1.42, 0.89], [0.21, 0.77, 0.73], [0.23, 2.15, 0.62], [3.32, 0.64, -0.43], [2.82, 1.43, -0.16], [4.10, 1.01, -0.76], [-3.18, -0.25, -0.21], [-3.83, -0.65, 0.36], [-2.20, -0.44, 0.14], [-1.53, 1.77, -0.36], [-1.52, 1.07, -0.98], [-2.39, 1.67, 0.16], [1.48, -1.72, -0.37], [2.01, -0.88, -0.43], [1.72, -2.23, -1.11], [-0.32, -1.17, 1.73], [0.13, -0.47, 2.28], [0.49, -1.42, 1.28]]
}

{
  "formula": "C5H8AuO3",
  "method": "wB97M-V/def2-TZVPD",
  "total_charge": 1,
  "spin_multiplicity": 3,
  "s2": 2.01,
  "gap_ev": [8.341, 9.376],
  "species": ["O", "C", "C", "H", "H", "H", "H", "O", "O", "C", "C", "C", "H", "H", "H", "H", "Au"],
  "positions_angstrom": [[0.09, 0.63, -1.09], [0.85, 0.80, -2.34], [0.79, 2.28, -2.65], [0.27, 0.26, -3.11], [1.28, 2.44, -3.62], [-0.24, 2.69, -2.73], [1.33, 2.89, -1.91], [-0.36, -0.18, 0.95], [1.26, -1.18, -0.27], [-0.13, -1.09, 2.10], [-1.49, -1.55, 2.58], [0.35, -0.31, -0.15], [0.30, -0.42, 2.87], [-1.37, -2.11, 3.52], [-2.17, -0.71, 2.79], [-1.98, -2.22, 1.86], [1.22, -2.21, 1.19]]
}

{
  "formula": "C15H26ClCrN6S",
  "method": "wB97M-V/def2-TZVPD",
  "total_charge": 2,
  "e_above_lowest_kj_mol": 36.23,
  "spin_multiplicity": 2,
  "s2": 0.77,
  "gap_ev": [7.262, 7.758],
  "species": ["Cr", "N", "C", "C", "C", "N", "H", "H", "H", "H", "H", "H", "H", "H", "H", "H", "Cl", "C", "H", "H", "C", "C", "N", "C", "C", "N", "H", "H", "H", "H", "H", "H", "N", "C", "S", "N", "C", "C", "C", "C", "C", "C", "H", "H", "H", "H", "H", "H", "H", "H"],
  "positions_angstrom": [[-0.28, -1.19, 0.80], [1.78, -1.20, 1.17], [2.47, -1.86, 0.01], [2.30, -3.36, 0.10], [0.87, -3.83, -0.08], [-0.02, -3.28, 1.00], [2.10, -0.23, 1.24], [2.07, -1.66, 2.03], [3.52, -1.60, -0.01], [2.03, -1.46, -0.90], [2.68, -3.71, 1.07], [2.93, -3.84, -0.65], [0.83, -4.91, -0.08], [0.47, -3.49, -1.03], [0.34, -3.56, 1.91], [-0.92, -3.74, 0.92], [-0.51, -1.24, 3.47], [-1.62, -0.67, 2.17], [-1.76, 0.40, 2.24], [-2.55, -1.22, 2.19], [-3.39, -3.25, 0.54], [-2.84, -2.40, -0.55], [-1.81, -1.55, -0.51], [-1.72, -0.96, -1.78], [-2.68, -1.47, -2.58], [-3.37, -2.36, -1.79], [-2.81, -3.14, 1.46], [-3.37, -4.31, 0.26], [-4.42, -2.99, 0.77], [-0.99, -0.21, -2.02], [-2.94, -1.28, -3.60], [-4.18, -2.89, -2.07], [1.16, 1.66, 2.36], [0.79, 2.11, 1.14], [-0.04, 1.07, 0.04], [1.07, 3.38, 0.87], [1.02, 4.18, -0.35], [1.03, 5.54, -0.13], [1.02, 6.42, -1.19], [1.01, 5.94, -2.49], [1.01, 4.57, -2.71], [1.01, 3.68, -1.65], [0.70, 0.83, 2.72], [1.53, 2.29, 3.06], [1.38, 3.93, 1.65], [1.03, 5.93, 0.89], [1.03, 7.49, -1.01], [1.01, 6.63, -3.33], [1.01, 4.19, -3.72], [1.03, 2.63, -1.85]]
}

{
  "formula": "C7H7N3O",
  "method": "wB97M-V/def2-TZVPD",
  "e_above_lowest_kj_mol": 329.54,
  "gap_ev": 8.153,
  "species": ["C", "C", "C", "C", "C", "C", "C", "H", "H", "H", "H", "H", "H", "H", "N", "N", "N", "O"],
  "positions_angstrom": [[-2.27, -0.19, -0.01], [-0.07, -0.56, -0.15], [1.11, -1.15, 0.02], [2.21, -0.36, 0.01], [1.95, 1.05, -0.13], [0.79, 1.72, -0.07], [-0.29, 0.82, -0.09], [-3.68, -1.36, -0.27], [-4.33, 0.32, 0.11], [1.08, -2.17, -0.02], [3.47, -1.61, -0.05], [2.84, 1.74, 0.19], [0.79, 2.74, -0.12], [-1.90, 1.83, 1.03], [-3.56, -0.46, 0.28], [-1.44, -1.15, -0.23], [-1.72, 1.05, -0.07], [3.52, -0.69, 0.22]]
}

{
  "formula": "C33H30N3",
  "method": "wB97M-V/def2-TZVPD",
  "total_charge": 1,
  "smiles": "C[C@H]([C@H](C(c1ccccc1)=[N+]1CCCC1)c1ccc(C#N)cc1)n1c2ccccc2c2ccccc21",
  "gap_ev": 6.909,
  "species": ["C", "C", "C", "C", "C", "C", "C", "C", "C", "C", "N", "C", "C", "C", "C", "C", "C", "C", "C", "C", "N", "C", "C", "N", "C", "C", "C", "C", "C", "C", "C", "C", "C", "C", "C", "C", "H", "H", "H", "H", "H", "H", "H", "H", "H", "H", "H", "H", "H", "H", "H", "H", "H", "H", "H", "H", "H", "H", "H", "H", "H", "H", "H", "H", "H", "H"],
  "positions_angstrom": [[1.99, 1.44, 1.77], [1.03, 0.46, 1.09], [0.96, 0.78, -0.40], [0.00, -0.12, -1.13], [0.43, -1.47, -1.53], [1.31, -1.66, -2.62], [1.81, -2.92, -2.90], [1.40, -4.02, -2.13], [0.48, -3.86, -1.09], [-0.04, -2.60, -0.82], [-1.22, 0.25, -1.46], [-1.77, 1.62, -1.29], [-3.23, 1.51, -1.72], [-3.44, 0.12, -2.32], [-2.14, -0.66, -2.14], [2.39, 0.64, -0.95], [3.18, -0.45, -0.57], [4.53, -0.48, -0.90], [5.09, 0.55, -1.66], [6.48, 0.48, -2.01], [7.61, 0.40, -2.30], [4.29, 1.60, -2.10], [2.93, 1.64, -1.76], [-0.28, 0.44, 1.74], [-0.93, -0.70, 2.23], [-0.47, -2.01, 2.37], [-1.37, -2.96, 2.89], [-2.66, -2.59, 3.30], [-3.08, -1.26, 3.23], [-2.21, -0.32, 2.68], [-2.32, 1.11, 2.54], [-3.30, 2.01, 2.89], [-3.06, 3.37, 2.70], [-1.82, 3.82, 2.22], [-0.80, 2.92, 1.87], [-1.07, 1.56, 2.00], [3.01, 1.01, 1.75], [2.02, 2.40, 1.23], [1.72, 1.60, 2.82], [1.39, -0.56, 1.23], [0.65, 1.83, -0.54], [1.59, -0.79, -3.22], [2.52, -3.04, -3.72], [1.80, -5.01, -2.36], [0.15, -4.71, -0.49], [-0.81, -2.45, -0.05], [-1.69, 1.95, -0.25], [-1.20, 2.34, -1.90], [-3.87, 1.64, -0.83], [-3.47, 2.32, -2.42], [-4.25, -0.41, -1.80], [-3.71, 0.17, -3.38], [-1.72, -0.98, -3.11], [-2.31, -1.57, -1.55], [2.75, -1.29, -0.02], [5.15, -1.32, -0.56], [4.72, 2.40, -2.71], [2.29, 2.47, -2.09], [0.54, -2.28, 2.05], [-1.05, -4.00, 2.99], [-3.33, -3.35, 3.70], [-4.05, -0.92, 3.59], [-4.22, 1.62, 3.33], [-3.83, 4.09, 2.95], [-1.63, 4.89, 2.14], [0.17, 3.27, 1.53]]
}

no.,electronic energy (a.u.)
1,-196.45885
2,-1292.04054
3,-586.20031
4,-535.05836
5,-556.24559
6,-2818.08016
7,-510.35875
8,-1439.57273